(1)
Molecular formula: C9H10Br2S2
Method: DFT, the ωB97M-V functional and the def2-TZVPD basis

Geometry as XYZ:
```
23
Properties=species:S:1:pos:R:3:forces:R:3
C 0.3163 -2.5472 -1.7373 0.1 -3.3 1.0
C 0.4733 -2.6811 -0.1898 -1.1 -0.6 -0.2
C 0.9344 -1.4409 0.4353 -4.7 7.1 0.0
Br 2.6654 -0.8874 0.1831 1.3 -0.3 0.0
C -0.0585 -0.1583 0.6752 3.6 -7.0 -0.6
S -1.6577 -0.7339 1.1305 -0.2 0.6 0.4
C -2.7071 0.0332 -0.1304 0.7 1.4 0.7
C 0.4623 1.1505 0.9349 0.2 0.8 -1.0
S 0.3616 1.8115 2.5365 0.5 0.2 -0.9
C 1.0160 3.2961 1.9838 -0.9 -0.3 -1.0
C 1.1836 3.3155 0.6226 0.0 -2.5 1.4
C 0.9709 2.0603 -0.0199 -1.6 -0.3 2.9
Br 0.8841 1.8169 -1.8555 0.2 -0.2 -0.2
H 0.9660 -1.8861 -2.1642 2.0 1.8 -1.0
H -0.6350 -2.2540 -2.0034 -2.3 1.0 -0.2
H 0.3993 -3.5196 -2.2978 0.3 0.6 0.9
H 1.2377 -3.4214 0.0475 -0.4 -0.4 0.1
H -0.5583 -2.8928 0.2277 1.5 -0.3 -0.3
H -2.3364 -0.3091 -1.0648 -0.3 -0.4 -1.0
H -2.6622 1.1390 -0.1238 0.3 -0.5 0.2
H -3.7273 -0.1902 0.1041 -0.5 -0.6 -0.1
H 0.9528 4.1737 2.5818 0.4 0.4 0.5
H 1.5189 4.1255 0.1238 0.9 2.6 -1.5
```
Positions in Å, forces in eV/Å.

Properties
multiplicity: 1
maximum force: 8.54 eV/A
LUMO (alpha / beta): -0.01558 / -0.01553 Eh
total energy: -171247.644 eV
ΔE to the lowest compared entry with this formula, charge and spin: 0.0 kcal/mol
HOMO-LUMO gap (alpha / beta): 0.27090 / 0.27094 Eh

These are the Mulliken partial charges, in e, on atoms 1 to 8:
1. C -1.079
2. C -0.458
3. C 0.127
4. Br -0.031
5. C -0.043
6. S -0.071
7. C -0.758
8. C 0.086

---

(2)
Molecular formula: C9H10BrNO3
Method: DFT, the ωB97M-V functional and the def2-TZVPD basis

Geometry as XYZ:
```
24
Properties=species:S:1:pos:R:3:forces:R:3
C 0.7717 -2.9183 -0.0850 -0.5 -1.1 -0.7
C 2.0808 -2.6102 -0.1623 -4.3 1.1 0.3
C -0.3848 -0.7181 0.1155 4.8 -0.1 -0.5
C -0.3861 -2.0339 -0.0209 -1.1 1.3 1.3
C 2.0839 -0.2624 0.0716 -4.0 -1.6 -0.4
C -1.1297 0.4969 0.3908 -0.1 1.4 0.3
C -1.7573 -2.6376 0.1957 -0.1 1.8 2.1
C -0.2438 4.0797 -0.3612 -1.5 -0.3 -0.6
C -1.1724 2.8528 -0.0755 1.6 1.6 3.5
N 2.7245 -1.3757 -0.1718 -1.5 1.3 0.9
O 3.9540 -1.5073 -0.2822 2.8 0.4 -0.5
O -2.0893 0.5578 1.1181 -0.1 -0.4 -0.2
O -0.5701 1.5628 -0.2075 1.0 -0.4 0.0
Br 2.8164 1.3825 0.1306 0.5 0.4 0.0
H 0.4594 -4.0170 -0.1626 0.9 1.6 0.3
H 2.7599 -3.3456 -0.1611 2.4 -2.6 -0.2
H -1.8161 -3.4857 -0.3308 -0.5 -3.2 -2.4
H -1.9320 -2.9664 1.2240 0.6 0.2 0.2
H -2.6207 -2.0097 0.0237 0.2 0.4 -0.5
H 0.7880 3.8734 -0.1410 0.3 0.3 1.4
H -0.1183 4.1387 -1.4139 -0.4 0.5 -1.3
H -0.7760 5.0528 0.0135 1.5 -1.9 -0.4
H -1.9786 2.7893 -0.7052 -2.3 0.5 -1.3
H -1.4631 3.1012 0.9975 -0.2 -1.2 -1.2
```
Positions in Å, forces in eV/Å.

Properties
multiplicity: 1
maximum force: 4.79 eV/A
LUMO (alpha / beta): -0.04265 / -0.04297 Eh
total energy: -87162.055 eV
ΔE to the lowest compared entry with this formula, charge and spin: 98.6 kcal/mol
HOMO-LUMO gap (alpha / beta): 0.26392 / 0.26359 Eh

These are the Mulliken partial charges, in e, on atoms 1 to 8:
1. C -0.601
2. C -0.439
3. C -0.190
4. C 1.555
5. C -0.130
6. C 0.312
7. C -1.684
8. C -1.015

---

(3)
Molecular formula: C9H10Cl3NO2Pb
Method: DFT, the ωB97M-V functional and the def2-TZVPD basis

Geometry as XYZ:
```
26
Properties=species:S:1:pos:R:3:forces:R:3
C 0.1868 -2.7725 0.4628 -1.3 -0.2 -1.1
C -1.0708 -2.7762 -0.2134 0.6 0.1 0.4
C -2.0343 -2.1667 0.6503 0.6 0.1 -2.0
C -1.3672 -1.7791 1.8516 3.0 0.2 1.1
C 0.0043 -2.1621 1.7398 -2.2 0.9 1.0
Pb -0.5340 0.8469 -0.5135 0.8 -0.4 1.5
N 1.6433 0.5949 -0.1068 -0.3 0.0 -1.3
C 1.9595 0.5878 -1.5964 1.1 0.2 0.8
C 0.7636 0.3732 -2.4578 0.2 -0.1 -0.4
H -3.0968 -2.0461 0.4389 0.3 -0.1 0.1
H -1.2651 -3.1920 -1.1991 0.0 0.1 0.3
H -1.8254 -1.2911 2.7120 0.2 -0.2 -0.3
H 0.7708 -2.0247 2.4987 -0.3 0.0 -0.3
H 1.1215 -3.1811 0.0758 -0.4 0.2 0.1
H 0.5653 -0.6721 -2.7104 -0.2 0.4 -0.1
H 2.4758 1.5289 -1.8887 -0.5 -0.4 0.2
H 2.1412 1.3925 0.2972 -0.5 -0.3 0.2
H 0.6238 1.1095 -3.2525 -0.3 -0.3 0.1
H 2.6788 -0.2422 -1.7891 -0.4 0.2 0.1
Cl -1.1739 4.1324 3.6815 0.1 0.2 -0.4
C -0.8498 4.4537 1.9713 0.3 -0.9 -0.4
Cl -2.2962 5.1695 1.1963 0.4 -0.1 0.2
Cl 0.5611 5.5257 1.7868 -0.4 -0.2 0.1
C -0.5355 3.0803 1.1991 -0.1 -0.4 0.0
O -0.6438 1.9867 1.8104 -0.1 1.5 -1.0
O -0.2420 3.2053 -0.0411 -0.7 -0.5 1.0
```
Positions in Å, forces in eV/Å.

Properties
multiplicity: 1
maximum force: 3.19 eV/A
LUMO (alpha / beta): -0.13256 / -0.13251 Eh
total energy: -57889.620 eV
ΔE to the lowest compared entry with this formula, charge and spin: 9.7 kcal/mol
HOMO-LUMO gap (alpha / beta): 0.15244 / 0.15262 Eh

These are the Mulliken partial charges, in e, on atoms 1 to 8:
1. C -0.218
2. C -0.572
3. C -0.394
4. C -0.457
5. C -0.390
6. Pb 0.923
7. N -0.680
8. C -0.207

---

(4)
Molecular formula: C9H10ClOP
Method: DFT, the ωB97M-V functional and the def2-TZVPD basis

Geometry as XYZ:
```
22
Properties=species:S:1:pos:R:3:forces:R:3
C -0.6964 -0.6800 1.0698 0.3 -0.1 -0.2
C -0.7479 0.0362 -1.2321 0.1 -0.4 0.0
C -2.0406 -0.4199 1.1767 -0.3 0.1 -0.1
C -2.1021 0.2839 -1.1289 0.0 0.0 0.1
C -0.0110 -0.4863 -0.1483 -0.6 0.2 -0.2
C -2.7490 0.0499 0.0739 0.2 0.0 0.0
C 0.6572 2.6964 -0.1272 0.5 -0.4 0.1
C 2.1776 -1.4404 0.7729 -0.2 0.0 -0.2
C 1.3740 -0.7674 -0.2962 0.9 1.1 0.4
O 1.8498 -0.8330 -1.5719 -0.1 -0.3 0.0
P 2.0818 1.9668 0.2685 -0.4 -0.5 -0.1
Cl -4.4480 0.3432 0.2062 -0.2 0.0 0.0
H -0.1668 -1.0523 1.9326 0.0 0.0 0.1
H -0.2383 0.2009 -2.1687 0.0 0.1 -0.1
H -2.5574 -0.5868 2.1094 0.0 0.0 0.1
H -2.6531 0.6661 -1.9741 -0.1 0.0 -0.1
H 0.5105 3.7624 -0.0501 0.0 0.3 0.0
H -0.1913 2.1277 -0.4937 -0.2 0.0 0.0
H 1.8601 -2.4821 0.8801 0.0 -0.1 0.0
H 2.0537 -0.9477 1.7337 0.0 0.0 0.0
H 3.2378 -1.4318 0.5237 0.1 0.0 0.0
H 2.7995 -1.0059 -1.5563 -0.2 0.1 0.0
```
Positions in Å, forces in eV/Å.

Properties
multiplicity: 1
maximum force: 1.42 eV/A
LUMO (alpha / beta): -0.00752 / -0.01150 Eh
total energy: -33351.083 eV
ΔE to the lowest compared entry with this formula, charge and spin: 28.5 kcal/mol
HOMO-LUMO gap (alpha / beta): 0.26449 / 0.23746 Eh

These are the Mulliken partial charges, in e, on atoms 1 to 8:
1. C -0.335
2. C -0.623
3. C -0.807
4. C -0.404
5. C 0.177
6. C 0.371
7. C -0.361
8. C -1.490

---

- Which value of ΔE to the lowest compared entry with this formula, charge and spin does entry 4 give?
  28.5 kcal/mol